(1)
{
  "formula": "C20H60O20",
  "method": "ωB97M-V/def2-TZVPD",
  "symbols": ["O", "C", "C", "O", "H", "H", "H", "H", "H", "H", "O", "C", "C", "O", "H", "H", "H", "H", "H", "H", "O", "C", "C", "O", "H", "H", "H", "H", "H", "H", "O", "C", "C", "O", "H", "H", "H", "H", "H", "H", "O", "C", "C", "O", "H", "H", "H", "H", "H", "H", "O", "C", "C", "O", "H", "H", "H", "H", "H", "H", "O", "C", "C", "O", "H", "H", "H", "H", "H", "H", "O", "C", "C", "O", "H", "H", "H", "H", "H", "H", "O", "C", "C", "O", "H", "H", "H", "H", "H", "H", "O", "C", "C", "O", "H", "H", "H", "H", "H", "H"],
  "xyz": [[-5.92131, 0.13580, -5.25623], [-6.89412, 0.04619, -4.23779], [-8.30934, 0.47373, -4.80368], [-8.40867, 1.80136, -5.05839], [-5.70773, -0.76800, -5.49938], [-6.95676, -0.95424, -3.80963], [-6.67183, 0.75112, -3.43670], [-9.10660, 0.25214, -4.09419], [-8.49694, -0.07301, -5.72779], [-8.03771, 1.90514, -5.93771], [9.20118, 10.22068, 2.19306], [7.92985, 9.83706, 2.45898], [7.45312, 8.81232, 1.44564], [6.19739, 8.43095, 1.89792], [9.25588, 11.07020, 1.74931], [7.76809, 9.48001, 3.47606], [7.29887, 10.72341, 2.39308], [8.04587, 7.90568, 1.32414], [7.44017, 9.29636, 0.46910], [5.74793, 8.00982, 1.16157], [5.62942, -1.94259, -1.49070], [5.79677, -3.11418, -0.62254], [7.10810, -3.92036, -0.84057], [8.11979, -3.32050, -0.00856], [4.99022, -1.37029, -1.06002], [5.75309, -2.83826, 0.43106], [4.92178, -3.76399, -0.63810], [7.54170, -3.85923, -1.83875], [7.08321, -4.96171, -0.51954], [8.04528, -2.38335, -0.20299], [0.77042, 1.39628, -0.47478], [-0.64925, 1.08453, -0.70503], [-0.92202, -0.44319, -0.40282], [-0.90272, -0.49634, 0.95756], [0.97736, 2.26754, -0.82074], [-1.29278, 1.66271, -0.04194], [-0.85911, 1.35939, -1.73872], [-0.17664, -1.10311, -0.84671], [-1.85584, -0.85712, -0.78326], [-1.21533, -1.33815, 1.29702], [0.54681, -6.72968, 3.81643], [1.41152, -7.61219, 4.42733], [2.86221, -7.61646, 3.94119], [2.86333, -7.93102, 2.53596], [0.27290, -7.15471, 3.00039], [1.55829, -7.33369, 5.47088], [0.98825, -8.61652, 4.41150], [3.36163, -8.38480, 4.53139], [3.34235, -6.65359, 4.11570], [2.36376, -8.73844, 2.39419], [-5.07102, -1.68972, 8.74246], [-5.68035, -2.68611, 7.91976], [-5.26535, -2.63413, 6.45134], [-5.91412, -1.63131, 5.71759], [-5.20703, -2.03158, 9.62916], [-5.45483, -3.70081, 8.24784], [-6.76713, -2.67876, 8.00323], [-5.50810, -3.57466, 5.95678], [-4.23508, -2.28689, 6.37351], [-5.48800, -0.81800, 5.99787], [2.80182, 0.54147, 9.07907], [3.33326, -0.37543, 8.13341], [2.44998, -0.81113, 7.00336], [2.32948, 0.26491, 6.15686], [1.88827, 0.75826, 8.87902], [4.26545, -0.06826, 7.65932], [3.59859, -1.30106, 8.64420], [1.47252, -1.05901, 7.41715], [2.92432, -1.60838, 6.43109], [1.86712, 0.03313, 5.34809], [-3.57072, -8.13264, -0.54952], [-4.84211, -7.50810, -0.85713], [-5.70775, -8.62180, -1.36621], [-5.20995, -9.17364, -2.59034], [-3.18153, -8.53081, -1.33156], [-5.32150, -7.09299, 0.02942], [-4.77843, -6.67867, -1.56148], [-6.72817, -8.24230, -1.41933], [-5.78906, -9.37452, -0.58206], [-5.67912, -10.00237, -2.71154], [-5.99361, 3.88302, -9.09081], [-5.41438, 5.19888, -9.04527], [-4.06226, 5.13558, -8.30973], [-4.10888, 4.80089, -6.88845], [-5.28985, 3.46905, -9.59572], [-5.28754, 5.52131, -10.07874], [-6.00774, 6.01129, -8.62571], [-3.57735, 6.10699, -8.40634], [-3.41007, 4.42303, -8.81474], [-4.55444, 3.95912, -6.76798], [3.53848, 6.58433, -3.42342], [3.95896, 6.27114, -4.75889], [5.33753, 7.04130, -5.05230], [5.20571, 8.47666, -5.24461], [2.77564, 7.16337, -3.48960], [3.92593, 5.18885, -4.88397], [3.28565, 6.56213, -5.56516], [5.80485, 6.62746, -5.94586], [6.03824, 6.91255, -4.22736], [6.04202, 8.73427, -5.63937]],
  "atomic_forces_ev_per_a": [[0.26, -0.19, 0.00], [-1.93, 0.67, -0.19], [0.81, -2.27, 0.99], [0.24, 2.08, -0.77], [0.15, 0.11, -0.23], [0.02, -0.12, -0.01], [0.26, 0.03, 0.00], [0.13, -0.40, 0.23], [-0.03, -0.53, 0.00], [0.11, 0.63, -0.03], [2.99, 0.39, -0.02], [-1.79, 0.06, -0.25], [0.33, 0.20, 0.10], [-1.46, -0.27, -0.18], [-0.21, -0.14, 0.10], [0.47, -0.31, 0.10], [-0.61, -0.13, -0.11], [0.75, 0.20, 0.35], [-0.20, 0.13, -0.25], [-0.27, -0.12, 0.15], [0.74, -1.43, 0.71], [-0.51, -0.49, -0.12], [0.47, 1.54, 0.51], [-0.06, -0.08, 0.09], [-0.05, 0.05, 0.03], [0.61, 0.46, 0.11], [-0.17, -0.21, -0.92], [-0.79, -0.19, -0.46], [-0.56, 0.11, -0.08], [0.31, 0.24, 0.12], [-1.13, -0.88, 0.23], [0.91, -0.80, -0.55], [0.55, 1.26, -1.51], [0.04, -0.30, 2.55], [-0.28, 0.05, -0.06], [0.07, 0.00, 0.10], [-0.29, -0.25, -0.09], [0.58, 0.27, -0.17], [-0.48, 0.72, -0.38], [0.04, -0.07, -0.11], [-0.43, 0.59, -0.48], [1.45, -0.20, 1.37], [-1.45, -0.74, -1.00], [0.70, 0.55, 0.26], [-0.09, 0.32, -0.23], [-0.68, 0.10, 0.33], [0.15, -0.35, 0.00], [0.35, -0.06, -0.01], [-0.04, -0.04, -0.39], [0.04, -0.15, 0.15], [-0.24, -0.58, -0.54], [-0.21, -0.91, -0.43], [0.16, 1.00, 0.62], [-0.96, 0.74, -0.36], [0.17, 0.38, 0.26], [0.60, -0.11, 0.35], [-0.27, 0.54, -0.21], [0.39, -0.07, 0.14], [0.65, -1.30, 0.35], [-0.29, 0.31, -0.18], [0.39, -0.10, -0.38], [0.41, -1.23, 0.19], [-0.14, 0.09, 0.51], [-0.35, 1.88, -1.30], [0.00, -0.02, -0.28], [0.05, 0.81, 0.30], [0.01, -0.09, 0.45], [-0.22, -0.66, -0.05], [-0.08, -0.63, 0.53], [-0.07, -0.05, 0.03], [-0.27, 1.28, 0.78], [0.83, -1.41, -0.50], [-0.95, 0.16, 0.25], [-0.27, 0.42, 0.64], [-0.37, 0.10, -0.32], [0.47, -0.24, 0.34], [0.34, -0.07, -0.28], [-0.31, 0.12, -0.73], [0.44, -0.28, 0.03], [0.09, -0.09, -0.20], [0.09, 0.98, 0.31], [0.78, 0.10, 0.32], [-0.29, -0.10, 0.58], [-0.08, 0.82, -1.35], [-0.30, -0.88, -0.12], [0.52, 0.13, -0.17], [-0.66, -0.74, 0.51], [0.01, 0.04, 0.32], [0.09, -0.23, -0.13], [-0.16, -0.14, -0.24], [-0.29, -0.13, -0.83], [1.28, 1.63, -0.16], [-0.59, -0.67, 0.14], [-0.68, -1.07, 0.09], [0.02, 0.11, 0.14], [1.08, -0.11, 0.25], [-0.47, 0.66, 0.31], [-0.12, -0.26, -0.14], [-0.19, -0.39, 0.22], [-0.04, 0.22, -0.01]],
  "lowdin_charge": [-0.0668, -0.2306, -0.2911, -0.0409, 0.0821, 0.1105, 0.1132, 0.1155, 0.1150, 0.0930, -0.0418, -0.3000, -0.2721, -0.0604, 0.0967, 0.1253, 0.1241, 0.1210, 0.1177, 0.0895, -0.0757, -0.2139, -0.2060, -0.0992, 0.0758, 0.1121, 0.1041, 0.1135, 0.1165, 0.0727, -0.0889, -0.1800, -0.2747, -0.0588, 0.0704, 0.1090, 0.1059, 0.1109, 0.1112, 0.0949, -0.0347, -0.3030, -0.2214, -0.0764, 0.0895, 0.1166, 0.1194, 0.1114, 0.1220, 0.0766, -0.0584, -0.2540, -0.2531, -0.0699, 0.0805, 0.1093, 0.1169, 0.1224, 0.1219, 0.0845, -0.0449, -0.2604, -0.2961, -0.0532, 0.0820, 0.1207, 0.1121, 0.1213, 0.1249, 0.0938, -0.0755, -0.2249, -0.2725, -0.0547, 0.0751, 0.1203, 0.1165, 0.1115, 0.1190, 0.0851, -0.0695, -0.2394, -0.2225, -0.0692, 0.0748, 0.1108, 0.1193, 0.1153, 0.1074, 0.0729, -0.0735, -0.2097, -0.2058, -0.0886, 0.0816, 0.1077, 0.1077, 0.1030, 0.1057, 0.0720],
  "largest_force_ev_per_a": 3.0,
  "charge": 0,
  "gap_ev": 9.9129,
  "lumo_ha": 0.005,
  "energy_ha": -2302.48534,
  "smiles": "OCCO.OCCO.OCCO.OCCO.OCCO.OCCO.OCCO.OCCO.OCCO.OCCO",
  "e_homo_ev": -9.765,
  "relative_energy_kcal_mol": 127.5
}

(2)
{
  "formula": "C20H60O20",
  "method": "ωB97M-V/def2-TZVPD",
  "symbols": ["O", "C", "C", "O", "H", "H", "H", "H", "H", "H", "O", "C", "C", "O", "H", "H", "H", "H", "H", "H", "O", "C", "C", "O", "H", "H", "H", "H", "H", "H", "O", "C", "C", "O", "H", "H", "H", "H", "H", "H", "O", "C", "C", "O", "H", "H", "H", "H", "H", "H", "O", "C", "C", "O", "H", "H", "H", "H", "H", "H", "O", "C", "C", "O", "H", "H", "H", "H", "H", "H", "O", "C", "C", "O", "H", "H", "H", "H", "H", "H", "O", "C", "C", "O", "H", "H", "H", "H", "H", "H", "O", "C", "C", "O", "H", "H", "H", "H", "H", "H"],
  "xyz": [[9.69100, 25.75780, 15.62428], [10.08197, 26.14558, 16.92704], [11.50688, 25.68006, 17.25838], [11.61780, 24.25596, 17.45957], [10.22140, 24.96249, 15.53614], [10.23520, 27.22110, 17.01572], [9.33237, 25.83474, 17.65477], [11.64586, 26.27212, 18.16295], [12.27174, 25.95744, 16.53302], [10.92818, 23.80219, 16.96956], [8.85677, 30.49563, 13.49990], [8.11306, 29.37388, 13.46735], [8.18139, 28.80337, 14.92854], [7.48329, 29.54342, 15.87144], [8.18366, 31.16879, 13.37589], [7.11754, 29.47511, 13.03516], [8.65971, 28.61514, 12.90735], [9.19449, 28.54950, 15.24040], [7.67030, 27.84281, 14.86360], [8.07207, 29.93484, 16.52086], [5.14687, 25.71027, 12.96374], [4.30876, 24.56669, 13.21449], [4.56341, 23.39559, 12.22171], [5.90097, 23.12299, 11.99442], [5.99126, 25.32558, 12.71750], [4.47445, 24.32203, 14.26367], [3.24983, 24.82149, 13.25740], [4.10573, 23.55666, 11.24565], [3.95889, 22.53084, 12.49533], [6.01799, 22.30491, 11.50591], [13.69581, 24.19214, 9.79880], [14.01970, 23.98857, 11.19376], [12.65640, 23.65452, 11.85335], [12.81843, 23.79492, 13.24116], [13.64453, 23.29069, 9.47268], [14.64087, 23.10333, 11.33010], [14.26367, 24.95652, 11.63152], [12.38594, 22.61006, 11.69830], [11.82299, 24.27844, 11.53046], [12.80922, 24.71941, 13.49967], [9.62009, 25.12441, 12.77274], [8.68265, 25.72558, 11.73722], [8.75206, 24.94801, 10.40246], [7.96191, 25.52991, 9.43419], [9.45917, 25.54466, 13.62074], [7.63072, 25.73563, 12.02262], [8.98672, 26.74071, 11.48195], [8.52064, 23.92815, 10.70976], [9.78030, 25.04708, 10.05458], [7.07273, 25.22307, 9.62605], [5.51709, 24.50498, 8.56955], [4.67126, 23.47940, 8.03544], [3.15865, 23.79386, 8.13750], [2.83279, 24.95515, 7.40077], [5.55472, 25.20552, 7.91424], [5.04725, 23.34509, 7.02120], [4.78550, 22.51499, 8.53037], [2.79273, 23.90318, 9.15840], [2.51092, 23.02603, 7.71443], [2.79667, 25.59482, 8.11571], [13.14308, 28.06271, 16.15560], [13.38839, 28.34955, 14.77273], [13.18737, 27.01448, 14.00247], [14.06662, 26.04673, 14.32510], [13.72060, 27.34378, 16.42246], [12.69379, 29.08097, 14.35962], [14.45204, 28.58679, 14.79479], [13.04265, 27.27467, 12.95391], [12.21660, 26.52649, 14.08960], [14.86713, 26.40320, 14.71715], [9.69642, 22.48274, 16.34685], [10.11037, 22.06319, 15.04304], [8.91599, 22.19759, 13.99280], [7.87886, 21.28897, 14.38899], [8.85642, 22.08079, 16.58015], [10.86433, 22.82580, 14.84791], [10.63879, 21.12462, 15.21027], [9.26942, 22.03250, 12.97498], [8.43835, 23.17710, 13.97000], [7.03579, 21.68079, 14.14961], [6.96832, 27.94465, 7.08257], [7.84845, 26.89646, 6.57906], [8.24662, 26.83081, 5.11408], [8.99510, 27.96731, 4.71234], [7.57169, 28.42067, 7.65785], [8.72381, 27.17238, 7.16703], [7.64016, 25.86902, 6.87755], [7.34260, 26.72905, 4.51367], [8.87249, 25.97408, 4.86427], [8.46171, 28.75387, 4.57667], [10.60746, 25.19507, 7.14052], [11.64756, 25.92645, 7.66997], [11.54082, 27.43238, 7.58569], [12.92913, 27.96866, 7.84722], [10.02080, 24.78488, 7.78019], [11.80927, 25.62092, 8.70369], [12.51327, 25.82647, 7.01524], [10.72680, 27.88146, 8.15472], [11.36069, 27.59981, 6.52380], [13.51192, 27.72526, 7.12423]],
  "atomic_forces_ev_per_a": [[0.10, -0.11, -0.16], [1.37, 0.66, -0.04], [-1.11, -1.04, 0.44], [0.38, 1.12, 0.43], [-0.28, -0.46, -0.74], [-0.70, 0.34, -0.46], [0.19, -0.19, 0.19], [0.80, -0.61, 0.51], [-0.52, 0.27, -0.17], [-0.40, -0.41, 0.13], [0.39, 3.22, -1.00], [0.68, -3.34, 2.25], [-1.28, -1.56, -1.57], [-0.40, 0.94, 0.70], [0.66, 0.83, 0.13], [-0.15, 0.04, 0.33], [-0.13, -0.23, -0.47], [0.25, 0.46, -0.29], [-0.07, -0.43, 0.11], [0.06, 0.03, -0.19], [-0.93, -0.55, -0.41], [0.89, -0.24, 0.15], [-2.22, 0.37, -0.41], [1.56, 0.05, 0.83], [0.22, 0.07, 0.01], [0.41, -0.80, 0.05], [0.02, 0.36, -0.81], [-0.14, 1.04, -0.22], [0.31, -0.37, 0.94], [-0.13, 0.02, -0.05], [0.95, -0.31, 0.27], [-3.21, 0.08, -0.66], [0.63, 0.06, 0.73], [-0.38, -0.61, 0.99], [-0.12, 0.06, -0.57], [0.70, 0.67, 0.24], [0.97, -0.33, -0.17], [-0.04, -0.09, -0.22], [0.20, 0.16, -0.49], [0.21, -0.15, -0.14], [-1.62, 0.60, -2.41], [1.38, -0.38, 0.38], [1.70, 0.21, 2.11], [-0.55, -0.01, -0.09], [-0.23, 0.40, 0.25], [0.15, -0.01, 0.54], [0.03, 0.18, 0.45], [-0.09, -0.42, -0.75], [0.19, -0.47, 0.02], [-0.62, 0.03, -0.46], [-0.59, -0.55, 0.67], [-0.59, 0.06, -0.11], [0.26, -0.34, -0.92], [0.10, 0.59, 0.69], [-0.04, 0.20, -0.13], [-0.75, -0.25, -0.33], [0.62, 0.17, 0.45], [0.49, -0.02, 0.34], [0.53, -0.61, -0.09], [-0.11, 0.82, -0.56], [-0.81, 1.00, 0.31], [-0.22, -2.86, 0.72], [-2.26, 2.53, -0.99], [2.04, -1.51, 0.59], [0.06, -0.01, -0.01], [0.32, 0.28, 0.50], [0.05, 0.69, -1.13], [1.32, 0.02, -0.82], [-0.69, 0.58, 1.12], [0.25, -0.01, -0.26], [-0.43, 0.25, 0.23], [-0.98, 1.58, -0.04], [0.63, -0.56, 1.18], [0.33, -0.34, -0.04], [-0.12, -0.18, -0.07], [0.21, -0.25, -0.84], [-0.45, -0.42, -0.95], [0.14, -0.39, -0.04], [0.75, 0.38, 0.38], [-0.02, 0.04, -0.06], [-0.26, -0.90, -1.16], [1.82, 0.29, 1.03], [-0.92, 1.31, -0.11], [0.56, 0.07, -0.21], [-0.53, 0.26, 0.04], [0.71, -0.93, -0.51], [-0.89, 0.11, 0.36], [-0.22, 0.04, -0.25], [0.00, -0.08, 0.62], [-0.35, -0.21, 0.16], [-1.29, -0.53, -1.37], [0.80, 0.54, 1.16], [1.63, 0.17, -1.48], [-2.31, -0.04, 0.85], [0.20, 0.32, 0.31], [0.69, -0.06, -0.08], [0.31, -1.11, 0.37], [0.69, 0.39, 0.46], [-0.48, 0.49, -0.01], [-0.30, -0.16, -0.21]],
  "lowdin_charge": [-0.0783, -0.2189, -0.2100, -0.0589, 0.0521, 0.1073, 0.1301, 0.1199, 0.0889, 0.0170, -0.0362, -0.2760, -0.2571, -0.0449, 0.0969, 0.1301, 0.0951, 0.1078, 0.1056, 0.0892, -0.0659, -0.1951, -0.2516, -0.0556, 0.0287, 0.1100, 0.1169, 0.0947, 0.1175, 0.1026, -0.0872, -0.1846, -0.2492, -0.0784, 0.0783, 0.1241, 0.1164, 0.1184, 0.0993, 0.0298, -0.0844, -0.1391, -0.2670, -0.0444, 0.0267, 0.0907, 0.1046, 0.1207, 0.1045, 0.0600, -0.0806, -0.2026, -0.2423, -0.0577, 0.0810, 0.1229, 0.1113, 0.1079, 0.1173, 0.0851, -0.0910, -0.1645, -0.3041, -0.0404, 0.0672, 0.1274, 0.1202, 0.1196, 0.1083, 0.1107, -0.1018, -0.1624, -0.1921, -0.0796, 0.0928, 0.0937, 0.1237, 0.1073, 0.0998, 0.0639, -0.0620, -0.2369, -0.2339, -0.0683, 0.0742, 0.0842, 0.0971, 0.1151, 0.1200, 0.0851, -0.0428, -0.2891, -0.1798, -0.0929, 0.0746, 0.1065, 0.1207, 0.1109, 0.1091, 0.0662],
  "largest_force_ev_per_a": 4.1,
  "charge": 0,
  "gap_ev": 9.4814,
  "lumo_ha": 0.004,
  "energy_ha": -2302.48749,
  "smiles": "OCCO.OCCO.OCCO.OCCO.OCCO.OCCO.OCCO.OCCO.OCCO.OCCO",
  "e_homo_ev": -9.381,
  "relative_energy_kcal_mol": 126.2
}